This record from OMol25 describes C49H82BClN13ORe as an isolated structure in a non-equilibrium geometry. The level of theory is ωB97M-V/def2-TZVPD.

Positions of all 148 atoms, in Å:
Re: -0.633 -0.487 -0.922
C: -3.945 -2.080 -5.113
C: -3.623 -1.727 -3.706
C: -4.452 -1.836 -2.601
C: -3.715 -1.392 -1.514
N: -2.479 -1.039 -1.935
N: -2.450 -1.241 -3.284
B: -1.289 -0.775 -4.174
N: -1.263 0.787 -4.152
N: -1.917 1.484 -3.160
C: -2.247 2.667 -3.668
C: -1.758 2.774 -4.989
C: -1.158 1.574 -5.267
C: -0.514 1.128 -6.533
C: -3.151 3.685 -3.005
C: -2.468 5.056 -2.881
C: -4.367 3.844 -3.941
C: -3.652 3.217 -1.627
N: -0.052 -1.580 -3.641
N: 0.058 -1.982 -2.324
C: 0.807 -3.107 -2.293
C: 1.191 -3.416 -3.590
C: 0.627 -2.453 -4.413
C: 0.711 -2.388 -5.894
C: 1.145 -3.937 -1.074
C: 0.059 -3.772 -0.005
C: 2.514 -3.502 -0.524
C: 1.222 -5.418 -1.469
C: -4.292 -1.302 -0.133
C: -3.350 -0.571 0.802
C: -5.591 -0.477 -0.189
C: -4.621 -2.710 0.391
H: -4.920 -2.559 -5.144
H: -3.979 -1.193 -5.747
H: -3.205 -2.762 -5.531
H: -5.468 -2.192 -2.602
H: -1.467 -1.111 -5.295
H: -1.853 3.610 -5.662
H: -0.439 1.964 -7.222
H: 0.488 0.734 -6.358
H: -1.106 0.348 -7.016
H: -2.038 5.368 -3.833
H: -3.207 5.803 -2.590
H: -1.679 5.063 -2.127
H: -4.070 4.255 -4.905
H: -4.862 2.886 -4.109
H: -5.088 4.531 -3.497
H: -3.067 3.658 -0.813
H: -4.678 3.545 -1.467
H: -3.640 2.125 -1.571
H: 1.780 -4.257 -3.909
H: 1.520 -3.028 -6.239
H: -0.214 -2.748 -6.348
H: 0.881 -1.374 -6.249
H: -0.081 -2.708 0.216
H: -0.886 -4.197 -0.354
H: 0.357 -4.280 0.912
H: 2.478 -2.485 -0.135
H: 2.820 -4.173 0.279
H: 3.267 -3.546 -1.311
H: 0.329 -5.736 -2.008
H: 2.096 -5.622 -2.086
H: 1.307 -6.024 -0.568
H: -3.280 0.478 0.513
H: -3.774 -0.599 1.807
H: -2.076 -2.184 0.730
H: -5.439 0.462 -0.719
H: -6.374 -1.033 -0.700
H: -5.943 -0.257 0.820
H: -3.730 -3.318 0.572
H: -5.193 -2.638 1.317
H: -5.230 -3.249 -0.331
N: -1.024 1.426 0.097
C: -0.002 2.506 0.132
C: 0.380 2.983 -1.261
C: 1.380 2.071 -1.947
N: 0.840 0.712 -2.226
H: -1.838 1.795 -0.403
H: -1.320 1.223 1.063
H: 0.875 2.137 0.660
H: -0.397 3.343 0.709
H: 0.818 3.978 -1.189
H: -0.511 3.064 -1.878
H: 2.272 1.993 -1.329
H: 1.682 2.531 -2.890
H: 1.604 0.084 -2.468
H: 0.251 0.782 -3.067
N: -1.972 -1.169 0.843
C: -1.513 -0.756 2.169
N: -1.520 -1.678 3.075
C: -1.258 -1.291 4.472
C: -2.493 -1.581 5.325
C: -2.902 -3.052 5.220
C: -3.092 -3.445 3.755
C: -1.824 -3.117 2.966
H: -1.015 -0.234 4.486
H: -0.400 -1.852 4.849
H: -3.318 -0.942 4.998
H: -2.265 -1.323 6.359
H: -3.826 -3.218 5.772
H: -2.133 -3.685 5.672
H: -3.943 -2.904 3.333
H: -3.302 -4.511 3.661
H: -1.896 -3.435 1.925
H: -0.981 -3.647 3.416
C: 6.638 1.633 4.551
C: 6.306 0.680 3.391
C: 6.386 -0.763 3.931
C: 7.368 0.864 2.302
C: 4.858 0.966 2.843
O: 3.887 0.696 3.826
C: 4.758 2.432 2.327
C: 3.353 2.983 1.993
C: 2.368 3.153 3.121
C: 1.076 2.647 3.023
C: 0.123 2.905 3.991
C: 0.454 3.665 5.103
Cl: -0.732 3.989 6.305
C: 1.742 4.171 5.229
C: 2.678 3.925 4.240
C: 4.571 -0.032 1.690
N: 3.161 -0.308 1.435
C: 2.460 -0.031 0.344
N: 1.224 -0.524 0.471
C: 1.263 -1.141 1.694
N: 2.411 -1.022 2.290
H: 7.587 1.328 4.990
H: 5.898 1.603 5.355
H: 6.764 2.664 4.223
H: 7.231 -0.848 4.613
H: 6.556 -1.493 3.139
H: 5.486 -1.038 4.480
H: 8.345 0.626 2.723
H: 7.414 1.893 1.943
H: 7.215 0.197 1.451
H: 4.189 1.027 4.679
H: 5.364 2.510 1.422
H: 5.207 3.091 3.067
H: 2.898 2.376 1.207
H: 3.512 3.980 1.568
H: 0.800 2.028 2.173
H: -0.886 2.531 3.888
H: 1.997 4.771 6.092
H: 3.667 4.358 4.340
H: 5.015 -0.990 1.952
H: 5.018 0.339 0.771
H: 2.875 0.479 -0.506
H: 0.454 -1.688 2.134

Results
**E**: -3265.94100 Ha
**Energy relative to the best compared isomer or geometry (same formula, charge and spin)**: 73.7 kJ/mol
**Spin multiplicity**: 4
**HOMO (alpha / beta)**: -14.41 / -14.41 eV
**LUMO (alpha / beta)**: -8.59 / -9.91 eV
**Kohn-Sham gap (alpha / beta)**: 5.81 / 4.50 eV
**Net charge**: +3